No. 1
The following is a quantum chemistry calculation of a 3-piece molecular cluster, C2H11N2O2 overall at a distorted geometry, from the Open Molecules 2025 dataset.

energy above the lowest of the compared OMol25 structures with the same formula, charge and spin = 2.515 eV
net charge = +1
E_LUMO = -3.1856 eV
total energy = -342.4960 Eh
orbital gap = 0.3418 hartree
maximum force = 3.8 eV/Å
HOMO energy = -12.49 eV

```
17
Properties=species:S:1:pos:R:3:lowdin_charge:R:1
C -0.75928 -0.25796 -0.40187 -0.127
C 0.11801 0.51962 0.35316 -0.120
N 0.75676 -0.28162 1.42321 0.119
N -1.73006 0.40129 -1.16716 0.086
H -0.79459 -1.41434 -0.26550 0.122
H 0.24764 1.58565 0.54206 0.104
H 0.15206 -0.11270 2.23358 0.159
H 1.05372 -1.32766 1.37928 0.218
H 1.65266 0.21076 1.71409 0.174
H -2.42612 -0.07710 -1.70860 0.099
H -1.50478 1.30985 -1.47701 0.085
H 2.63360 3.83942 1.36404 0.129
H 2.14291 3.25853 -0.03443 0.009
O 2.44287 2.95939 0.81055 -0.108
H -0.96180 -3.27726 -2.04553 0.076
H -1.47668 -4.08296 -0.87718 0.001
O -1.20010 -3.24937 -1.10115 -0.027
```

No. 2
The following is a quantum chemistry calculation of a 3-piece molecular cluster, C2H11N2O2 overall, from the Open Molecules 2025 dataset.

energy above the lowest of the compared OMol25 structures with the same formula, charge and spin = 1.233 eV
net charge = +1
E_LUMO = -3.1821 eV
total energy = -342.5431 Eh
orbital gap = 0.3307 hartree
maximum force = 0.7 eV/Å
HOMO energy = -12.18 eV

```
17
Properties=species:S:1:pos:R:3:lowdin_charge:R:1
C -0.22132 0.37250 0.57401 -0.200
C 0.92740 1.03498 0.78655 -0.117
N 0.98305 2.05098 1.86193 0.172
N -0.42963 -0.55022 -0.35312 0.126
H -1.04743 0.64167 1.21577 0.132
H 1.81650 0.86747 0.20418 0.111
H 0.95964 3.00085 1.48661 0.168
H 1.83838 1.95319 2.41266 0.169
H 0.20367 1.90896 2.49784 0.159
H 0.26429 -0.72070 -1.07233 0.069
H -1.34916 -0.97758 -0.38639 0.063
H 1.67712 -1.02047 -3.28976 0.067
H 2.60903 -1.25338 -2.11337 0.058
O 1.73079 -0.92018 -2.32782 -0.050
H -3.01415 -2.82299 -0.71376 0.060
H -3.92046 -1.61915 -0.46328 0.058
O -3.02772 -1.94593 -0.31971 -0.045
```

No. 3
The following is a quantum chemistry calculation of a 3-piece molecular cluster, C2H11N3O2 overall at a distorted geometry, from the Open Molecules 2025 dataset.

energy above the lowest of the compared OMol25 structures with the same formula, charge and spin = 2.638 eV
net charge = +1
E_LUMO (alpha / beta) = -5.1335 / -8.5738 eV
total energy = -397.1477 Eh
orbital gap (alpha / beta) = 0.3437 / 0.2173 hartree
maximum force = 5.7 eV/Å
spin multiplicity = 2
HOMO energy (alpha / beta) = -14.49 / -14.49 eV

```
18
Properties=species:S:1:pos:R:3:mulliken_spin:R:1
C -0.13289 0.08006 -1.76070 -0.005
N -0.30259 0.62131 -0.36399 0.037
C -0.24412 -0.13130 0.82806 -0.077
N 0.48092 0.44189 2.04285 0.297
N -0.57524 -1.37454 1.02444 0.773
H 0.04978 0.89832 -2.51976 0.001
H 0.65297 -0.65818 -1.70309 0.002
H -0.98683 -0.39527 -2.13357 0.007
H -0.79147 1.54182 -0.41491 0.000
H -0.21412 1.00845 2.42788 -0.006
H 0.49222 -0.46486 2.50435 -0.009
H 0.17217 -1.85357 1.49600 -0.019
H 3.13329 -0.41181 -0.52361 0.000
H 4.50999 -0.06346 0.05299 0.000
O 4.03151 -0.28594 -0.78649 0.000
H -2.78831 0.24319 0.45287 0.000
H -4.18629 0.21710 -0.29131 0.000
O -3.30101 0.58678 -0.33200 0.000
```

No. 4
The following is a quantum chemistry calculation of a 2-piece molecular cluster, C2H11N5 overall at a distorted geometry, from the Open Molecules 2025 dataset.

SMILES string = [H]/N=C/NC.NNN
energy above the lowest of the compared OMol25 structures with the same formula, charge and spin = 4.530 eV
net charge = 0
E_LUMO = 0.8923 eV
total energy = -356.4275 Eh
orbital gap = 0.2821 hartree
maximum force = 4.3 eV/Å
HOMO energy = -6.78 eV

```
18
Properties=species:S:1:pos:R:3:lowdin_charge:R:1
H 0.04722 -2.57076 0.70371 0.043
N -0.48266 -1.83559 0.23461 0.071
C -0.43360 -0.75140 0.92693 -0.306
N -1.24636 0.38162 0.54197 -0.125
C -2.31302 0.26089 -0.44514 -0.098
H 0.07830 -0.59777 1.88428 0.119
H -1.44786 1.02448 1.30054 0.133
H -3.28085 0.19372 0.05356 0.079
H -2.22606 -0.56028 -1.15449 0.076
H -2.28191 1.15297 -1.07538 0.078
N 1.88754 -0.29863 -1.20010 -0.031
N 1.20698 0.56755 -0.31507 -0.336
N 2.06864 1.05291 0.69392 -0.051
H 1.53668 -0.18358 -2.14939 0.059
H 1.66639 -1.26066 -0.91475 0.040
H -0.01692 0.77576 -0.24221 0.147
H 2.98589 0.60675 0.63457 0.057
H 2.25161 2.04203 0.52242 0.046
```

No. 5
The following is a quantum chemistry calculation of a 2-piece molecular cluster, C2H11N9 overall at a distorted geometry, from the Open Molecules 2025 dataset.

energy above the lowest of the compared OMol25 structures with the same formula, charge and spin = 4.067 eV
net charge = +2
E_LUMO (alpha / beta) = -8.7796 / -8.8882 eV
total energy = -574.8085 Eh
orbital gap (alpha / beta) = 0.3022 / 0.2651 hartree
maximum force = 3.8 eV/Å
HOMO energy (alpha / beta) = -17.00 / -16.10 eV

```
22
Properties=species:S:1:pos:R:3:lowdin_charge:R:1
C -1.76944 -0.44500 0.79249 -0.337
C 1.26093 -0.26703 -1.81037 -0.186
N 1.67242 1.94284 2.12326 0.148
N 0.80784 1.19101 1.62151 -0.088
N -3.04919 -0.96773 0.67956 0.193
N -1.18092 -0.57526 2.00278 0.205
N 1.34970 -1.56797 -1.81070 0.147
N 0.62125 1.46852 0.34106 -0.037
N -0.19011 0.97147 -0.56182 0.081
N 1.98799 0.61070 -2.46073 0.173
N -1.26048 0.23438 -0.23209 0.090
H 1.92399 1.61444 3.12641 0.140
H -3.48016 -1.50390 1.45794 0.156
H -3.76241 -0.89776 -0.07318 0.160
H -1.49204 -1.41505 2.45428 0.132
H -0.39011 -0.04144 2.37211 0.091
H 0.75308 -2.32806 -1.44396 0.141
H 2.23942 -2.07046 -2.15531 0.180
H 1.37598 2.01218 -0.05800 0.152
H 2.79615 0.33766 -3.02307 0.153
H 1.69477 1.58767 -2.34665 0.130
H -1.90868 0.10879 -0.99551 0.176
```

No. 6
The following is a quantum chemistry calculation of a 3-piece molecular cluster, C2H11NO2 overall at a distorted geometry, from the Open Molecules 2025 dataset.

SMILES string = CCN.O.O
energy above the lowest of the compared OMol25 structures with the same formula, charge and spin = 1.042 eV
net charge = 0
E_LUMO = 0.7906 eV
total energy = -288.0002 Eh
orbital gap = 0.3831 hartree
maximum force = 2.0 eV/Å
HOMO energy = -9.63 eV

```
16
Properties=species:S:1:pos:R:3:lowdin_charge:R:1
C -1.07664 0.27497 1.52200 -0.103
C -0.94430 -0.14931 0.07964 -0.344
N -1.44530 0.83330 -0.89274 -0.011
H -2.05080 0.12205 1.99442 0.073
H -0.59909 -0.43159 2.20610 0.061
H -0.79077 1.32363 1.56274 0.082
H 0.05740 -0.48442 -0.13654 0.043
H -1.53757 -1.05671 -0.08611 0.114
H -2.03208 0.36566 -1.56927 0.067
H -2.00820 1.57261 -0.48808 0.064
O 1.84889 -1.07879 1.32835 -0.056
H 1.43562 -0.67103 2.09265 0.019
H 2.25765 -0.40210 0.77622 0.045
O 1.37570 0.12815 -2.09576 -0.077
H 0.75982 -0.42747 -1.59410 -0.006
H 0.77886 0.87041 -2.27794 0.028
```